(1)
# C8H18N3

A gas-phase ion, C8H18N3 (charge +1) (ωB97M-V with the def2-TZVPD basis set, OMol25).

The geometry in XYZ format:
```
29
Properties=species:S:1:pos:R:3:forces:R:3:nbo_charge:R:1
C 1.948372 2.569024 0.902114 -3.145 0.107 -1.366 -0.387
C 0.698702 2.685401 0.376948 0.999 -0.358 0.836 -0.175
C -0.073628 1.594791 -0.326900 1.029 2.046 -3.867 -0.411
C 0.792618 0.709276 -1.349476 1.265 2.247 -0.216 -0.524
C 1.533845 -0.264391 -0.572158 0.461 0.850 -2.248 0.305
N 0.981858 -1.181337 0.080307 1.062 -2.301 2.524 -0.290
C 1.977074 -2.052526 0.737439 1.329 -1.919 -2.025 -0.437
C -0.405108 -1.707428 0.321321 -0.576 1.529 2.645 -0.029
N -1.398656 -0.838084 -0.125802 -2.892 -0.368 0.324 -0.328
C -2.607907 -0.637703 0.713636 -2.740 0.161 -1.213 -0.440
N -1.713683 -0.877676 -1.487362 0.975 -2.301 -0.420 -0.660
H 2.332787 3.337969 1.490159 0.637 1.210 0.787 0.219
H 2.552840 1.711969 0.809564 0.655 -1.015 -0.320 0.167
H 0.111312 3.577925 0.598111 0.313 -0.057 -0.084 0.223
H -0.926702 1.961793 -1.022192 1.250 -0.136 1.623 0.223
H -0.433907 0.890951 0.325088 -1.160 -0.961 1.650 0.228
H 0.048787 0.266257 -2.046121 1.013 0.030 0.277 0.302
H 1.677897 1.283797 -1.841888 -2.273 -0.391 0.306 0.247
H 2.673078 -0.255406 -0.697704 -1.734 -0.166 0.771 0.242
H 1.623842 -3.034548 1.119740 -0.218 0.969 -0.269 0.246
H 2.675440 -2.264103 -0.129961 -0.479 -0.354 1.385 0.224
H 2.559011 -1.540110 1.464227 0.074 0.525 0.838 0.237
H -0.583743 -1.687377 1.529652 0.952 -0.697 -2.995 0.248
H -0.334768 -2.678809 -0.145612 -0.364 -0.620 0.175 0.217
H -3.556141 -1.416552 0.773491 2.652 1.177 -0.915 0.210
H -2.349520 -0.558666 1.731576 0.547 0.487 1.233 0.208
H -3.113920 0.342677 0.351863 0.988 -1.526 0.757 0.219
H -2.161110 -0.054045 -1.736966 -0.735 2.161 -0.423 0.360
H -2.402896 -1.594118 -1.711525 0.113 -0.330 0.228 0.354
```
Positions in Å, forces in eV/Å.

Properties
- Total charge: +1
- Highest occupied orbital energy: -12.8 eV
- Orbital gap: 8.9690 eV

=====

(2)
# C8H18N3

A molecular structure, C8H18N3 (ωB97M-V with the def2-TZVPD basis set, OMol25).

The geometry in XYZ format:
```
29
Properties=species:S:1:pos:R:3:forces:R:3:nbo_charge:R:1
C 1.171837 -0.787114 1.268337 2.633 -0.137 -0.696 0.042
C -1.122423 -1.211334 1.201432 -2.220 -0.986 1.513 -0.376
C 1.305029 -0.320586 -0.142343 -1.292 -1.897 -0.675 0.094
C -1.212147 -0.727328 -0.161279 2.542 2.604 -2.707 0.246
C 2.258052 -1.084196 -1.081833 0.187 0.344 -0.187 -0.691
C -1.531815 -1.719549 -1.244082 1.309 -0.857 0.395 -0.677
C -2.195694 1.500290 0.436432 -0.200 3.828 -0.446 -0.457
C 1.712544 1.946302 0.663912 -2.084 3.088 -0.031 -0.440
N 0.142473 -1.177530 1.855567 0.561 0.238 1.588 -0.344
N -1.334395 0.739999 -0.474957 -0.481 -2.022 1.698 -0.635
N 1.144734 1.075341 -0.368213 0.653 -1.716 -1.708 -0.619
H 2.221689 -0.930771 1.730313 -1.786 0.151 0.007 0.207
H -1.954546 -0.780474 1.929283 1.688 -0.894 -1.399 0.254
H -1.302931 -2.327760 1.103334 -0.264 1.167 0.446 0.253
H 2.010384 -0.803497 -2.194911 0.594 -1.035 2.034 0.233
H 2.367622 -2.171437 -0.820741 -1.170 0.726 -0.778 0.263
H 3.330324 -0.860124 -0.865222 -0.542 0.784 -0.349 0.239
H -1.652680 -1.204973 -2.225903 -0.123 -0.775 0.640 0.226
H -2.454446 -2.202839 -0.840822 0.408 -0.056 -1.060 0.243
H -0.655632 -2.543783 -1.298562 -2.156 1.826 -0.022 0.252
H -1.778570 1.598890 1.429511 -0.173 -1.128 0.443 0.227
H -2.156282 2.642090 0.244098 0.363 -1.594 -0.636 0.229
H -3.278225 1.385060 0.376725 0.201 -1.021 0.229 0.235
H 1.051266 1.827587 1.620046 1.846 -0.255 -1.472 0.241
H 2.852224 1.925565 0.782500 -1.930 0.079 -0.132 0.254
H 1.213399 2.921487 0.227648 2.075 -0.849 1.360 0.225
H -1.483967 0.917852 -1.465214 -0.394 -0.185 0.194 0.414
H 1.388087 1.256175 -1.421501 -0.214 0.170 2.694 0.427
H -0.055900 1.116670 -0.263562 -0.031 0.402 -0.945 0.436
```
Positions in Å, forces in eV/Å.

Properties
- Total charge: +1
- Highest occupied orbital energy (spin up / spin down): -11.5 / -11.7 eV
- Orbital gap (spin up / spin down): 8.0639 / 8.3591 eV

=====

(3)
# C8H18NO3PS2

C8H18NO3PS2 in the gas phase (ωB97M-V with the def2-TZVPD basis set, OMol25).

The geometry in XYZ format:
```
33
Properties=species:S:1:pos:R:3:forces:R:3:nbo_charge:R:1
C -3.937638 -0.930819 -0.898937 -0.425 -0.718 -1.205 -0.633
C -2.462135 -0.783952 -0.481167 -2.565 0.605 1.159 -0.116
O -1.711967 -0.674324 -1.722132 0.787 0.187 0.122 -0.793
P -0.172038 -0.908391 -1.431464 3.240 -2.908 1.287 2.491
O 0.188566 -2.184425 -0.715324 -1.092 1.272 -0.479 -1.146
N 0.396421 0.378271 -0.486549 0.498 -2.474 -1.277 -1.005
C 0.848850 -0.026514 0.877025 -1.069 0.786 -1.347 -0.378
S 2.352624 0.790850 1.231163 1.354 1.997 1.744 0.217
C 1.734273 1.819107 2.685167 -1.178 -1.766 -1.071 -0.490
C 0.293442 2.193775 2.385922 0.169 -1.429 0.637 -0.323
C -0.429121 2.791205 3.567308 -2.033 -1.230 1.614 -0.628
S -0.501666 0.568956 1.945648 0.473 0.132 1.034 0.186
O 0.675212 -0.974049 -2.808015 -2.717 1.537 0.291 -0.798
C 2.063427 -1.174359 -2.688637 1.143 1.642 2.310 -0.069
C 2.423877 -2.383341 -3.394264 0.990 -3.095 -0.955 -0.641
H -4.210908 -1.975558 -1.228521 0.409 1.056 0.399 0.215
H -4.119288 -0.274081 -1.759319 0.241 -0.199 -0.056 0.219
H -4.704289 -0.578364 -0.203998 0.528 -0.273 0.550 0.220
H -2.450263 0.155160 0.160605 0.719 -1.031 -1.102 0.201
H -2.177585 -1.648165 0.156091 0.359 0.560 -0.696 0.223
H -0.263667 1.105659 -0.490433 -0.601 1.377 0.298 0.396
H 1.176845 -1.078328 0.838469 -1.364 0.200 0.295 0.303
H 1.736729 1.187652 3.558043 0.252 -0.171 0.404 0.215
H 2.273776 2.697354 2.847902 1.355 1.254 0.028 0.223
H 0.297442 2.896187 1.596435 -0.241 0.531 -1.262 0.208
H 0.141398 3.578469 4.053388 0.078 0.155 -0.127 0.222
H -1.468901 3.196972 3.310789 1.509 -0.520 0.197 0.226
H -0.611960 1.963118 4.371331 0.367 1.453 -1.318 0.220
H 2.376162 -1.250777 -1.594245 -0.495 0.106 -1.247 0.186
H 2.609518 -0.308652 -3.066037 -0.401 0.261 -0.186 0.179
H 1.684940 -2.587307 -4.247933 1.373 0.139 1.166 0.231
H 2.450750 -3.220953 -2.644473 -0.620 0.369 -1.010 0.224
H 3.497174 -2.360375 -3.723839 -1.042 0.194 -0.196 0.214
```
Positions in Å, forces in eV/Å.

Properties
- Highest occupied orbital energy: -8.8 eV
- Orbital gap: 9.2602 eV

=====

In the order shown, the computed ΔE to the lowest compared entry with this formula, charge and spin values come out to 3.847; 4.693; 1.244 eV.